C13H31InN2O7 | ωB97M-V/def2-TZVPD

Atoms and positions in Å:
1 In -9.728227 -15.684880 1.151756
2 O -7.714821 -14.575832 5.825974
3 C -8.745035 -15.088774 5.077747
4 O -8.652553 -15.232853 3.830218
5 O -9.856076 -15.295889 5.597284
6 H -8.116932 -14.452377 6.688913
7 C -13.259295 -16.399913 -0.501055
8 O -12.156801 -16.965035 0.097940
9 C -11.896291 -18.343169 -0.143051
10 C -10.777803 -18.465996 -1.208216
11 N -9.450002 -18.252397 -0.628004
12 C -8.467267 -18.144631 -1.722886
13 C -8.142073 -19.536267 -2.323688
14 O -9.133632 -20.053606 -3.181935
15 C -9.307733 -19.354180 -4.407238
16 H -13.399101 -15.341900 -0.279330
17 H -14.210129 -16.726641 -0.080044
18 H -13.300124 -16.459247 -1.588673
19 H -12.753802 -18.931743 -0.469153
20 H -11.681444 -18.806728 0.819792
21 H -10.984283 -17.670680 -1.924425
22 H -10.883042 -19.432920 -1.700230
23 H -9.185558 -19.049691 -0.067208
24 H -7.520643 -17.724188 -1.383450
25 H -8.899564 -17.452988 -2.445962
26 H -8.067109 -20.209417 -1.469663
27 H -7.175244 -19.464403 -2.821851
28 H -9.773314 -19.991502 -5.159007
29 H -8.384702 -18.997380 -4.864179
30 H -9.988169 -18.539741 -4.158639
31 C -6.425669 -18.546467 1.466993
32 O -6.746932 -17.182732 1.067830
33 C -5.584045 -16.357347 1.081698
34 C -5.864892 -14.980831 0.522873
35 N -6.944350 -14.332687 1.301399
36 C -7.068186 -12.877492 0.855015
37 C -8.221567 -12.190280 1.594506
38 O -9.448713 -12.758619 1.326813
39 C -10.408024 -11.889866 0.710981
40 H -5.726271 -19.014279 0.774117
41 H -7.249312 -19.236673 1.649527
42 H -6.022447 -18.572451 2.479333
43 H -4.780231 -16.834320 0.520917
44 H -5.218942 -16.143621 2.086243
45 H -6.099139 -15.075024 -0.537483
46 H -4.911908 -14.452763 0.555616
47 H -6.548450 -14.286735 2.229432
48 H -7.160577 -12.719231 -0.219477
49 H -6.128919 -12.413689 1.156282
50 H -8.148112 -11.113710 1.440580
51 H -7.978549 -12.396352 2.636893
52 H -9.998148 -11.468736 -0.207034
53 H -10.604817 -11.088629 1.423286
54 H -11.353751 -12.381392 0.482683

Forces on the atoms, in the same order (eV/Å):
In 1.1 -0.1 0.3
O -1.3 -1.2 -2.3
C -0.5 1.3 2.0
O 1.0 -0.1 -1.1
O 0.6 -0.3 -0.5
H 0.0 0.1 0.8
C -2.3 1.2 -0.7
O 1.3 -0.2 1.1
C 0.1 -0.2 -0.3
C -1.0 0.3 1.4
N 0.0 0.4 -1.2
C 0.1 0.4 0.2
C -0.8 0.2 -0.3
O 0.7 -0.4 0.3
C -0.4 0.2 0.1
H 1.0 0.3 0.2
H 0.0 -1.0 -0.1
H 0.2 -0.4 -0.1
H -0.4 0.6 -0.3
H 0.6 0.1 0.1
H 0.2 -0.1 -0.2
H 0.4 -0.2 -0.1
H 0.0 0.0 0.6
H -0.1 0.0 0.3
H 0.2 -0.1 -0.2
H 0.2 -0.3 -0.2
H 0.1 0.0 -0.1
H -0.1 -0.2 0.4
H 0.2 0.1 0.3
H 0.0 0.4 -0.6
C 0.4 0.3 0.7
O -0.2 -0.8 0.2
C -0.1 0.1 0.2
C -0.6 -1.4 -0.7
N 0.5 1.5 -1.7
C -0.4 -0.7 0.5
C 1.9 -0.3 0.8
O -1.5 -1.2 -0.6
C 0.2 0.8 0.1
H 0.1 0.1 -0.1
H -0.8 0.6 -0.9
H 0.7 0.4 0.0
H 0.1 0.0 -0.1
H 0.0 -0.7 0.5
H -0.5 0.3 0.0
H 0.0 0.4 0.3
H -0.5 -0.1 0.7
H -0.1 -0.8 -0.1
H 0.0 0.3 0.1
H -0.4 0.0 -0.2
H -0.3 0.3 0.4
H 0.0 0.0 -0.1
H -0.1 0.1 -0.1
H 0.3 -0.4 0.2

Orbital gap   0.10733 Ha
Net charge   +2
LUMO level   -11.771 eV
Highest occupied orbital energy   -14.69 eV

natural (NBO) atomic charge list, values in e, 5 entries: atom 1 (In): 1.2517, atom 2 (O): -0.6532, atom 3 (C): 0.9460, atom 4 (O): -0.5292, atom 5 (O): -0.4356